Record 1
Here is 13 unconnected molecules or ions with the total composition C5H35NO13 in a non-equilibrium geometry from OMol25. Energies are from the ωB97M-V functional and the def2-TZVPD basis.

Summary:
- ΔE to the lowest compared entry with this formula, charge and spin: 83.9 kcal per mole
- LUMO level: -0.1 eV
- Orbital gap: 9.3 eV
- Spin multiplicity: 1
- E: -33859.1661 eV
- HOMO level: -0.3466 Ha

Each line ends with the natural charge from an NBO analysis.
CARTESIAN COORDINATES (ANGSTROEM)
C (2.9633, 3.5520, 0.1791)  -0.6068
C (2.2731, 2.1777, -0.0472)  -0.2308
N (0.8131, 2.3292, 0.0334)  -0.4581
C (0.3317, 1.6419, 1.2513)  -0.4353
C (0.1638, 1.7424, -1.1383)  -0.3382
C (-1.2899, 2.1330, -1.1819)  0.4306
O (-2.0552, 1.5450, -1.9188)  -0.5549
H (2.7545, 3.8514, 1.2123)  0.2036
H (4.0106, 3.4694, -0.1015)  0.2124
H (2.4838, 4.3897, -0.3338)  0.2048
H (2.6030, 1.8256, -1.0236)  0.1904
H (2.7274, 1.5880, 0.7493)  0.1948
H (0.9909, 1.9280, 2.0667)  0.2174
H (-0.7358, 1.8308, 1.3625)  0.1797
H (0.4651, 0.5657, 1.0816)  0.2094
H (0.2960, 0.6521, -1.1050)  0.1994
H (0.5719, 2.0978, -2.0876)  0.2340
H (-1.7640, 2.8651, -0.5224)  0.1416
H (-2.1482, -1.2906, -4.2910)  0.4815
H (-0.8484, -0.6747, -4.2189)  0.4688
O (-1.3277, -1.3930, -3.7923)  -0.9490
H (-1.1529, -3.7793, -0.0852)  0.4705
H (-1.5220, -2.3058, 0.3745)  0.5113
O (-0.8717, -3.0393, 0.4573)  -1.0134
H (3.6500, -1.8300, 2.9366)  0.4825
H (3.0532, -0.4724, 3.0897)  0.4640
O (3.7911, -1.0040, 3.4108)  -0.9464
H (1.0502, -3.1682, -0.7450)  0.4827
H (2.4998, -2.5058, -0.5341)  0.4865
O (1.9864, -3.3106, -0.5942)  -0.9705
H (-0.4456, 4.7198, 1.2080)  0.4896
H (-0.8477, 3.3963, 2.0256)  0.4818
O (-1.0116, 4.3302, 1.8756)  -0.9621
H (2.8467, -4.5931, 1.4979)  0.4848
H (1.6581, -3.5848, 1.5730)  0.4850
O (2.4990, -3.8293, 1.9569)  -0.9722
H (1.0736, -3.8132, -2.8766)  0.4643
H (1.0342, -2.6399, -3.8493)  0.4649
O (1.6403, -3.2252, -3.3817)  -0.9292
H (-2.7262, -0.3105, 0.4889)  0.5076
H (-1.7644, -0.2722, -0.7802)  0.5001
O (-1.9187, -0.6914, 0.0714)  -1.0141
H (-0.3462, -1.6695, 1.9577)  0.4812
H (0.7045, -2.2241, 2.8075)  0.4711
O (0.2920, -1.3706, 2.6140)  -0.9522
H (-1.5744, -3.5760, -3.8484)  0.4783
H (-2.0432, -3.6885, -2.4009)  0.4594
O (-2.3201, -3.8442, -3.3041)  -0.9382
H (-3.2830, 3.1858, 1.9139)  0.4669
H (-2.6506, 4.0253, 0.7996)  0.4783
O (-3.4903, 3.6726, 1.1147)  -0.9498
H (-4.8048, 0.5047, 0.7799)  0.4941
H (-4.2649, -0.3036, 1.9481)  0.4839
O (-4.0196, 0.3902, 1.3244)  -0.9357

***

Record 2
Here is a single C12H22N4O2 molecule from OMol25. Energies are from the ωB97M-V functional and the def2-TZVPD basis.

Summary:
- ΔE to the lowest compared entry with this formula, charge and spin: 2.5 kcal per mole
- LUMO level: 0.7 eV
- Orbital gap: 9.1 eV
- Spin multiplicity: 1
- SMILES string: CCCCNc1c(N)n(CCCC)c(=O)[nH]c1=O
- E: -22858.3708 eV
- HOMO level: -0.3067 Ha

Each line ends with the natural charge from an NBO analysis.
CARTESIAN COORDINATES (ANGSTROEM)
C (-1.8165, -3.8176, -0.2170)  -0.6029
C (-1.0154, -3.4294, 1.0189)  -0.3939
C (-1.5880, -2.1883, 1.7023)  -0.4135
C (-0.6502, -1.6415, 2.7769)  -0.2078
N (0.5187, -0.9757, 2.1839)  -0.6435
C (0.2337, 0.3437, 1.7038)  -0.1493
C (0.1188, 0.5600, 0.3554)  0.4508
N (0.1992, -0.4992, -0.5073)  -0.8177
N (-0.1449, 1.8143, -0.1410)  -0.4398
C (-0.3576, 2.0754, -1.5586)  -0.2241
C (0.8712, 2.7028, -2.2238)  -0.4087
C (2.0814, 1.7745, -2.3363)  -0.4063
C (1.9428, 0.7602, -3.4687)  -0.6115
C (-0.2881, 2.9123, 0.6941)  0.7950
O (-0.5430, 4.0159, 0.2656)  -0.6304
N (-0.1202, 2.6612, 2.0249)  -0.6328
C (0.1414, 1.4316, 2.6352)  0.6399
O (0.2944, 1.3627, 3.8405)  -0.6263
H (-2.8509, -4.0216, 0.0500)  0.2021
H (-1.4008, -4.7091, -0.6812)  0.2066
H (-1.8051, -3.0108, -0.9467)  0.2011
H (-1.0156, -4.2596, 1.7286)  0.1983
H (0.0237, -3.2431, 0.7399)  0.1886
H (-1.7748, -1.4101, 0.9608)  0.2022
H (-2.5437, -2.4411, 2.1652)  0.2066
H (-1.2009, -0.9561, 3.4355)  0.1878
H (-0.2789, -2.4691, 3.3860)  0.1917
H (1.2130, -0.8795, 2.9226)  0.3846
H (0.6306, -0.3466, -1.4041)  0.3934
H (0.5088, -1.3286, -0.0152)  0.4236
H (-0.6695, 1.1537, -2.0481)  0.2060
H (-1.1773, 2.7969, -1.6196)  0.2433
H (0.5821, 3.0393, -3.2208)  0.2077
H (1.1394, 3.5856, -1.6421)  0.2296
H (2.2481, 1.2675, -1.3827)  0.1930
H (2.9676, 2.3821, -2.5290)  0.2142
H (1.0235, 0.1817, -3.3919)  0.1843
H (1.9267, 1.2734, -4.4275)  0.2128
H (2.7828, 0.0691, -3.4681)  0.2156
H (-0.2066, 3.4630, 2.6393)  0.4297